ORCA calculation (ωB97M-V/def2-TZVPD) on a single C4H10BN molecule in a non-equilibrium geometry.

Each line ends with the Mulliken charge.
Atoms and positions in Å:
C -1.20 -0.52 1.45  -0.876
N -0.41 -0.54 0.23  -0.095
C -0.67 -1.85 -0.67  -0.895
B 0.59 0.36 -0.11  0.207
C 0.99 1.87 0.02  -0.673
C 1.47 1.06 -1.17  -0.635
H -1.03 -1.26 2.16  0.353
H -0.86 0.47 1.96  0.288
H -2.29 -0.54 1.21  0.285
H -1.65 -1.54 -1.17  0.290
H 0.25 -1.78 -1.14  0.364
H -0.79 -2.64 0.06  0.288
H 0.40 2.74 -0.11  0.293
H 1.81 1.94 0.71  0.276
H 2.52 1.09 -1.28  0.291
H 0.86 1.14 -2.12  0.240

Computed properties:
* F_max: 0.1032 Eh/bohr
* net charge: 0
* SMILES string: CN(C)B1CC1
* spin multiplicity: 1
* LUMO: 0.027 Eh
* E_HOMO: -8.6 eV